Entry 1:
{"formula": "C7H10O", "method": "ωB97M-V with the def2-TZVPD basis set", "symbols": ["C", "C", "O", "C", "C", "C", "C", "C", "H", "H", "H", "H", "H", "H", "H", "H", "H", "H"], "xyz": [[-3.25508, -1.93712, 0.28696], [-3.31464, -0.47581, 0.61262], [-4.12134, 0.16114, 1.23846], [-1.73692, 0.12644, 0.17549], [-0.63294, 0.66533, -0.06294], [0.70306, 1.05798, -0.39772], [1.29485, 1.85786, 0.85368], [1.61172, -0.07271, -0.92771], [-2.72639, -2.42521, 1.02865], [-2.73447, -2.05748, -0.56977], [-4.10279, -2.54007, 0.25137], [0.79547, 1.90449, -1.03336], [0.63778, 2.52990, 1.23173], [2.14552, 2.32090, 0.54757], [1.40037, 1.05285, 1.71840], [1.52435, -0.02713, -1.95534], [1.23111, -0.97779, -0.64295], [2.59063, -0.04992, -0.64230]], "gap_ev": 10.187, "smiles": "CC(=O)C#CC(C)C", "relative_energy_kcal_mol": 92.8, "homo_ev": -9.5}

***

Entry 2:
{"formula": "C7H10O", "method": "ωB97M-V with the def2-TZVPD basis set", "symbols": ["C", "C", "C", "O", "C", "C", "H", "H", "H", "H", "H", "H", "H", "H", "C", "C", "H", "H"], "xyz": [[-1.31055, -0.60270, -0.95431], [-0.45680, -1.25466, 0.09298], [0.37965, -0.52567, 0.74181], [1.25198, -0.54303, 1.78166], [0.98507, 0.76190, 1.19420], [2.20198, 1.37888, 0.54601], [-0.93620, -0.66075, -1.92349], [-1.54527, 0.45773, -0.69734], [-2.30629, -1.22505, -1.08120], [-0.39643, -2.29057, 0.17402], [0.32769, 1.40239, 1.73711], [2.99840, 1.47553, 1.37594], [1.88301, 2.42300, 0.19209], [2.58189, 0.94361, -0.42208], [0.57223, -0.36840, -3.93621], [0.82419, -1.09343, -3.02593], [0.37339, 0.38315, -4.70044], [0.67294, -1.64101, -2.17990]], "gap_ev": 9.980, "smiles": "C/C=C1/O[C@H]1C.C#C", "relative_energy_kcal_mol": 121.3, "homo_ev": -9.0}

***

Entry 3:
{"formula": "C7H10O", "method": "ωB97M-V with the def2-TZVPD basis set", "symbols": ["C", "C", "C", "C", "C", "C", "C", "O", "H", "H", "H", "H", "H", "H", "H", "H", "H", "H"], "xyz": [[-1.49549, 0.03216, 0.23793], [-0.52155, -0.88748, 0.33184], [-1.09562, 1.13792, -0.62633], [0.62648, -0.55304, -0.39289], [0.41422, 0.78337, -0.99888], [1.40763, 1.50620, -0.03686], [-0.76825, -2.25883, 0.94354], [2.72928, 1.56104, -0.32162], [-2.45039, -0.10919, 0.51232], [-1.58046, 1.25071, -1.55450], [-1.05733, 2.13448, -0.15907], [1.47660, -1.15460, -0.55219], [0.71110, 0.89525, -1.99923], [1.04778, 1.73575, 1.03677], [0.09202, -2.94782, 1.02327], [-1.59590, -2.70320, 0.31342], [-1.24614, -1.99376, 1.81917], [3.30602, 1.57102, 0.42330]], "s_squared": 2.02, "gap_ev": [6.642, 9.547], "relative_energy_kcal_mol": 0.0, "spin_multiplicity": 3, "homo_ev": [-5.7, -9.5]}